ORCA calculation (ωB97M-V/def2-TZVPD) on a structure of composition C32H44BF2N9S3Y.

## Properties
- F_max: 0.63 eV/Å
- Frontier orbital gap: 7.91 eV
- Energy: -86972.647 eV
- E_LUMO: -2.242 eV
- Net charge: +1

Atoms and positions in Å:
Y -0.397 -1.102 -0.536
C -0.514 2.937 -3.263
C 0.938 3.298 -2.991
C 1.088 4.815 -3.073
C 1.806 2.601 -4.041
N 1.451 2.870 -1.643
C 2.769 3.156 -1.321
C 2.987 2.712 -0.073
N 1.816 2.147 0.385
B 1.845 1.493 1.789
N 0.462 1.501 2.503
C 0.032 2.710 3.001
C -1.171 2.522 3.568
N -1.487 1.179 3.436
C -0.485 0.579 2.742
S -0.408 -1.084 2.247
C -2.792 0.681 3.999
C -3.897 1.223 3.098
C -2.927 1.225 5.424
C -2.895 -0.836 4.092
N 2.519 0.095 1.843
C 2.937 -0.333 3.082
C 3.346 -1.608 2.961
N 3.188 -1.974 1.636
C 2.673 -0.913 0.973
S 2.317 -0.782 -0.724
C 3.570 -3.376 1.227
C 3.387 -3.673 -0.254
C 5.044 -3.563 1.579
C 2.680 -4.321 2.033
C 0.888 2.237 -0.583
S -0.741 1.675 -0.425
H -0.724 3.299 -4.272
H -1.205 3.412 -2.573
H -0.683 1.866 -3.232
H 0.732 5.151 -4.047
H 2.123 5.137 -2.972
H 0.496 5.306 -2.301
H 1.459 2.890 -5.033
H 1.723 1.517 -3.949
H 2.857 2.873 -3.971
H 3.417 3.673 -2.000
H 3.864 2.760 0.544
H 2.549 2.210 2.456
H 0.637 3.593 2.918
H -1.819 3.215 4.064
H -3.928 2.313 3.096
H -4.863 0.862 3.453
H -3.752 0.882 2.072
H -2.951 2.311 5.472
H -2.117 0.866 6.058
H -3.868 0.866 5.838
H -2.974 -1.317 3.125
H -3.807 -1.045 4.654
H -2.057 -1.281 4.623
H 2.914 0.318 3.936
H 3.746 -2.284 3.690
H 3.995 -3.032 -0.887
H 2.353 -3.595 -0.577
H 3.714 -4.704 -0.394
H 5.665 -2.857 1.028
H 5.345 -4.573 1.302
H 5.241 -3.442 2.642
H 1.628 -4.120 1.830
H 2.844 -4.237 3.106
H 2.899 -5.350 1.745
N -2.823 -0.149 -3.233
C -1.592 -0.502 -3.772
C -1.471 -0.377 -5.167
C -0.275 -0.680 -5.763
C 0.790 -1.116 -4.973
C 0.587 -1.209 -3.621
N -0.578 -0.892 -3.007
C -3.470 -0.484 -2.051
C -4.866 -0.329 -2.036
C -5.559 -0.653 -0.898
C -4.864 -1.130 0.215
C -3.503 -1.238 0.118
N -2.797 -0.912 -0.991
H -3.462 0.191 -3.933
H -2.323 -0.056 -5.751
H -0.171 -0.592 -6.836
H 1.748 -1.380 -5.394
H 1.388 -1.547 -2.975
H -5.379 0.027 -2.918
H -6.635 -0.545 -0.874
H -5.366 -1.410 1.128
H -2.908 -1.580 0.958
F -0.014 -3.574 -1.766
C -0.334 -3.446 -0.375
F -1.728 -3.690 -0.341
H 0.125 -4.307 0.117



ORCA calculation (ωB97M-V/def2-TZVPD) on a cluster of 2 separate species, C26H33N4 in total at a distorted geometry.

## Properties
- F_max: 2.70 eV/Å
- Frontier orbital gap: 5.79 eV
- Energy: -33451.107 eV
- E_LUMO: -4.538 eV
- Net charge: +1
- ΔE to the lowest compared entry with this formula, charge and spin: 1.455 eV

Atoms and positions in Å:
C -2.703 -1.086 -3.706
N -2.363 -0.383 -2.483
C -1.193 -0.521 -1.796
C -1.202 0.341 -0.673
C -0.157 0.593 0.265
C 0.137 1.917 0.656
C -0.326 3.137 0.096
N 0.052 4.183 0.885
C -0.364 5.559 0.697
C 0.826 3.710 1.953
C 0.918 2.303 1.830
C 1.566 1.571 2.815
C 2.111 2.265 3.912
C 1.988 3.660 4.029
C 1.336 4.410 3.035
C -2.508 0.997 -0.685
C -3.188 0.540 -1.842
C -4.462 0.966 -2.200
C -5.096 1.880 -1.345
C -4.452 2.331 -0.181
C -3.163 1.887 0.160
H -3.777 -0.992 -3.882
H -2.165 -0.672 -4.571
H -2.436 -2.145 -3.610
H -0.409 -1.176 -2.173
H 0.266 -0.209 0.860
H -0.928 3.291 -0.796
H 0.016 6.156 1.530
H 0.026 5.964 -0.246
H -1.461 5.632 0.670
H 1.633 0.487 2.712
H 2.637 1.709 4.689
H 2.401 4.167 4.900
H 1.223 5.490 3.087
H -4.930 0.593 -3.109
H -6.097 2.240 -1.579
H -4.967 3.039 0.471
H -2.683 2.225 1.076
C -0.700 -4.209 0.540
N 0.431 -4.363 -0.347
C 0.426 -5.653 -1.011
C 1.718 -3.948 0.198
C 2.299 -2.699 -0.477
C 3.777 -2.498 -0.115
C 4.004 -0.981 -0.233
C 2.599 -0.360 -0.376
N 1.644 -1.435 -0.126
H -0.710 -3.192 0.953
H -1.621 -4.378 -0.035
H -0.686 -4.933 1.378
H 1.284 -5.722 -1.691
H 0.473 -6.501 -0.302
H -0.502 -5.754 -1.588
H 1.638 -3.751 1.283
H 2.444 -4.765 0.023
H 2.208 -2.871 -1.573
H 3.944 -2.819 0.923
H 4.431 -3.088 -0.767
H 4.501 -0.598 0.664
H 4.614 -0.734 -1.107
H 2.443 0.441 0.351
H 2.462 0.089 -1.376
H 0.776 -1.337 -0.642



> The lowest E_LUMO belongs to which entry?

C26H33N4



> What is the formula in the first record?

C32H44BF2N9S3Y



> Among the records above, which one has the highest E_LUMO?

C32H44BF2N9S3Y



> Which value of net charge does entry 1 give?

+1